# 1
{
  "formula": "C8H16NS",
  "method": "ωB97M-V with the def2-TZVPD basis set",
  "elements": ["C", "C", "C", "C", "C", "C", "C", "C", "N", "S", "H", "H", "H", "H", "H", "H", "H", "H", "H", "H", "H", "H", "H", "H", "H", "H"],
  "positions_angstrom": [[-2.915, -1.524, -0.072], [-1.803, -0.739, -0.775], [1.262, -1.487, 0.831], [1.374, -0.264, 1.629], [1.611, -1.208, -0.680], [1.748, 0.870, 0.957], [1.751, 2.311, 1.453], [-1.808, 0.572, -0.866], [-0.808, 1.330, -1.667], [1.897, 0.671, -0.818], [-2.631, -1.683, 0.991], [-2.921, -2.530, -0.582], [-1.083, -1.328, -1.322], [1.963, -2.393, 1.138], [0.230, -1.793, 0.768], [-3.945, -1.067, -0.047], [1.449, -0.505, 2.739], [2.486, -1.677, -1.016], [0.898, -1.370, -1.429], [0.718, 2.464, 1.911], [2.003, 3.058, 0.609], [2.575, 2.455, 2.150], [-2.522, 1.295, -0.395], [0.298, 1.132, -1.400], [-0.894, 2.399, -1.462], [-0.931, 1.009, -2.648]],
  "forces_ev_per_angstrom": [[0.310, -0.689, 0.032], [-1.596, -0.052, 0.204], [1.244, -2.301, -2.247], [2.167, 0.992, 0.562], [0.564, 2.357, 1.403], [-1.366, -0.620, 0.952], [-0.272, 0.235, -0.862], [-0.149, 1.904, 0.497], [-0.091, 1.085, 0.252], [0.940, -1.429, 0.938], [-0.112, -0.079, -0.598], [-0.434, 0.997, 0.740], [0.191, -0.011, 0.020], [-1.687, 1.907, -0.179], [-0.438, -0.618, 0.650], [1.243, -0.291, -0.393], [-0.509, 1.286, -1.372], [1.381, -0.552, -0.218], [-1.397, -0.688, -0.629], [1.618, 0.380, -0.475], [-0.815, -1.180, 1.221], [-0.331, 0.034, 0.421], [0.542, -1.229, -0.342], [-0.980, -0.219, 0.145], [-0.137, -2.438, -1.221], [0.112, 1.219, 0.501]],
  "lumo_ha": -0.1125,
  "orbital_gap_ev": 8.94,
  "charge": 1
}

# 2
{
  "formula": "C8H16NS",
  "method": "ωB97M-V with the def2-TZVPD basis set",
  "elements": ["C", "C", "C", "C", "C", "C", "C", "C", "N", "S", "H", "H", "H", "H", "H", "H", "H", "H", "H", "H", "H", "H", "H", "H", "H", "H"],
  "positions_angstrom": [[-2.556, -2.790, 1.213], [-1.920, -2.645, 0.111], [-0.105, 1.522, -0.287], [0.207, 2.250, 1.046], [-0.317, -0.846, 0.425], [0.398, 0.117, -0.277], [-1.598, -3.036, -1.228], [2.756, 1.199, -1.324], [1.540, 2.829, 1.008], [1.884, -0.354, -1.012], [-3.297, -3.582, 1.295], [-2.447, -2.200, 2.107], [-1.191, 1.487, -0.407], [0.315, 2.101, -1.108], [-0.576, 3.001, 1.215], [0.162, 1.529, 1.866], [-1.129, -0.489, 1.034], [0.181, -1.752, 0.715], [-1.753, -2.224, -1.938], [-0.566, -3.380, -1.302], [-2.253, -3.867, -1.516], [2.597, 1.866, -0.473], [2.418, 1.642, -2.258], [3.809, 0.936, -1.404], [1.525, 3.739, 0.560], [1.917, 2.949, 1.941]],
  "forces_ev_per_angstrom": [[-0.030, 0.204, 0.373], [0.400, 0.639, -0.270], [-0.101, 0.255, 0.258], [-0.162, 0.057, -0.116], [-0.481, -0.448, -0.071], [0.080, -0.735, -0.153], [0.325, 0.006, -0.628], [-0.133, -0.044, -0.160], [0.104, 0.160, 0.333], [-0.365, 0.151, 0.327], [0.029, -0.166, -0.268], [0.193, 0.273, 0.083], [0.046, -0.057, -0.064], [-0.076, -0.029, -0.037], [0.068, -0.144, -0.007], [-0.061, 0.107, -0.058], [-0.081, 0.144, 0.236], [0.308, -0.129, 0.323], [-0.051, -0.010, 0.025], [-0.018, -0.019, 0.000], [-0.102, -0.054, 0.140], [0.099, -0.152, -0.178], [0.047, 0.030, -0.042], [-0.021, -0.067, -0.031], [0.034, -0.047, 0.107], [-0.050, 0.073, -0.123]],
  "lumo_ha": [-0.2024, -0.2025],
  "orbital_gap_ev": [6.55, 6.55],
  "charge": 1
}

# 3
{
  "formula": "C8H16O2",
  "method": "ωB97M-V with the def2-TZVPD basis set",
  "elements": ["C", "C", "C", "O", "C", "H", "H", "H", "H", "H", "H", "H", "H", "C", "C", "C", "O", "C", "H", "H", "H", "H", "H", "H", "H", "H"],
  "positions_angstrom": [[2.524, -1.095, 3.649], [2.711, -2.601, 3.883], [1.487, -3.220, 3.227], [0.898, -2.237, 2.422], [1.744, -1.080, 2.297], [3.495, -0.564, 3.691], [1.864, -0.651, 4.420], [2.874, -2.847, 4.949], [3.582, -2.979, 3.313], [0.679, -3.303, 3.978], [1.657, -4.229, 2.802], [2.262, -1.249, 1.334], [1.086, -0.199, 2.176], [-2.138, 2.435, -2.267], [-1.858, 3.046, -3.583], [-1.850, 1.831, -4.499], [-1.604, 0.617, -3.729], [-2.303, 0.909, -2.534], [-3.069, 2.813, -1.802], [-1.299, 2.682, -1.589], [-0.864, 3.527, -3.513], [-2.602, 3.840, -3.787], [-1.049, 1.864, -5.263], [-2.818, 1.760, -5.030], [-3.366, 0.751, -2.802], [-2.043, 0.180, -1.744]],
  "forces_ev_per_angstrom": [[0.163, 0.148, -0.501], [0.938, -0.160, -0.282], [-1.471, -0.112, 2.318], [-0.150, 0.623, -1.370], [-0.351, -0.486, 0.082], [-0.583, -0.133, -0.297], [0.283, -0.253, -0.352], [-0.290, -0.031, -0.605], [-0.061, 0.430, 0.404], [0.543, -0.856, 0.174], [-0.017, 0.735, -0.425], [0.645, 0.542, 0.702], [0.347, -0.446, 0.149], [-0.269, -0.908, 2.727], [0.691, 0.834, -0.485], [0.582, -0.692, -1.781], [0.134, 1.915, -0.139], [-0.941, -0.183, 0.037], [0.502, -0.165, -0.118], [-0.533, -0.479, -0.015], [-0.496, -0.182, -0.467], [0.412, -0.603, -0.502], [-0.488, 0.033, 0.318], [0.255, -0.210, 0.260], [0.029, -0.013, 0.510], [0.123, 0.652, -0.345]],
  "lumo_ha": 0.0325,
  "orbital_gap_ev": 10.21,
  "smiles": "C1CCOC1.C1CCOC1",
  "charge": 0
}

# 4
{
  "formula": "C8H16O2Si",
  "method": "ωB97M-V with the def2-TZVPD basis set",
  "elements": ["C", "C", "C", "C", "C", "C", "C", "C", "O", "O", "Si", "H", "H", "H", "H", "H", "H", "H", "H", "H", "H", "H", "H", "H", "H", "H", "H"],
  "positions_angstrom": [[1.333, 3.770, 0.783], [0.262, 3.094, 0.278], [0.178, -2.703, -0.408], [-0.981, -2.548, 0.643], [0.562, -1.397, -0.875], [-0.801, -1.629, 1.839], [0.621, -0.393, 0.335], [-1.289, 1.545, -1.876], [-0.492, -0.300, 1.238], [1.725, -0.459, 1.089], [0.403, 1.709, -0.911], [1.351, 4.530, 1.555], [2.375, 3.612, 0.462], [-0.725, 3.364, 0.599], [1.041, -3.202, 0.049], [-0.338, -3.390, -1.159], [-1.864, -2.097, 0.059], [-1.090, -3.550, 1.091], [1.448, -1.374, -1.424], [-0.169, -1.048, -1.603], [-1.682, -1.466, 2.409], [0.009, -1.870, 2.487], [-2.148, 2.063, -1.540], [-1.101, 1.804, -3.039], [-1.636, 0.490, -2.055], [1.415, -0.037, 1.930], [1.591, 1.482, -1.952]],
  "forces_ev_per_angstrom": [[-0.127, -0.680, -0.546], [2.387, 1.441, 0.460], [-1.864, -2.651, 1.468], [-0.484, -0.360, -0.021], [-1.168, 2.369, 0.888], [1.069, 1.632, -2.551], [-2.219, 3.453, -2.962], [1.807, -1.265, -3.368], [0.061, -1.006, -0.517], [1.265, -0.122, 1.654], [-0.483, -3.686, -0.193], [-0.786, 0.085, 0.060], [-0.594, -0.418, -0.208], [-0.397, 0.006, 0.307], [-0.258, -0.251, -0.053], [1.238, 0.818, 0.512], [0.868, -1.240, 0.957], [-0.896, 0.124, -0.577], [1.855, 0.098, -0.526], [-0.323, 0.358, 0.235], [-0.854, -0.063, 0.372], [0.684, -0.575, 0.541], [-0.623, 0.851, 0.488], [-0.382, 0.027, 2.587], [0.495, 0.636, 0.727], [0.769, -0.350, -0.833], [-1.039, 0.769, 1.100]],
  "lumo_ha": 0.0339,
  "orbital_gap_ev": 8.26,
  "charge": 0
}

# 5
{
  "formula": "C8H16O5",
  "method": "ωB97M-V with the def2-TZVPD basis set",
  "elements": ["C", "C", "O", "C", "C", "O", "O", "C", "H", "H", "H", "H", "H", "H", "H", "H", "H", "H", "C", "C", "O", "C", "O", "H", "H", "H", "H", "H", "H"],
  "positions_angstrom": [[-0.822, 1.191, 2.264], [0.169, 0.736, 1.502], [1.130, 1.521, 1.045], [0.528, -0.741, 1.258], [1.561, -1.212, 2.335], [2.753, -0.476, 2.408], [-0.659, -1.535, 1.278], [-0.641, -2.469, 0.221], [-1.613, 0.573, 2.545], [-1.012, 2.229, 2.229], [0.809, 2.366, 0.975], [0.998, -0.732, 0.127], [0.987, -1.246, 3.321], [1.763, -2.302, 2.112], [2.528, 0.468, 2.385], [-1.653, -2.773, 0.086], [-0.027, -3.264, 0.508], [-0.159, -1.904, -0.555], [-0.980, 0.627, -3.836], [-1.125, 1.220, -2.398], [-2.007, 0.628, -1.491], [-0.368, 2.295, -2.092], [-0.576, 2.965, -0.901], [-0.868, -0.531, -3.767], [-2.038, 0.768, -4.233], [-0.250, 0.998, -4.404], [-2.122, 1.231, -0.736], [0.505, 2.597, -2.735], [-1.033, 3.820, -0.986]],
  "forces_ev_per_angstrom": [[0.312, -0.210, -1.463], [-0.509, -1.992, 1.345], [2.496, -2.274, -0.769], [0.369, 1.042, -1.623], [-1.506, -1.509, 0.262], [-0.254, 0.033, -0.155], [0.951, 1.094, 0.856], [-0.010, 1.494, 0.663], [-0.936, -1.019, 0.584], [-0.057, 1.191, 0.465], [-1.115, 3.548, -0.370], [-0.790, -0.129, 2.769], [0.661, 0.322, -1.023], [0.306, 1.194, 0.162], [0.089, -0.301, -0.032], [-0.603, -0.269, -0.612], [0.932, -1.698, 0.157], [-0.420, -0.519, -1.382], [-5.279, -3.832, 4.273], [1.381, 0.215, -0.326], [0.462, 0.714, -1.551], [-0.098, -0.318, -1.016], [0.092, 0.363, 0.980], [-0.057, 1.910, -0.101], [1.480, -0.088, -0.160], [2.719, 1.855, -2.024], [0.334, -0.148, -0.167], [-1.259, -0.112, 0.692], [0.309, -0.560, -0.437]],
  "lumo_ha": 0.0154,
  "orbital_gap_ev": 9.12,
  "smiles": "C=C(O)[C@@H](CO)OC.C/C(O)=C/O",
  "charge": 0
}

# 6
{
  "formula": "C8H16OSi2",
  "method": "ωB97M-V with the def2-TZVPD basis set",
  "elements": ["C", "C", "C", "C", "C", "C", "C", "C", "O", "Si", "Si", "H", "H", "H", "H", "H", "H", "H", "H", "H", "H", "H", "H", "H", "H", "H", "H"],
  "positions_angstrom": [[-1.422, -1.016, -2.587], [-1.459, -1.553, -1.298], [-1.412, 0.365, -2.386], [-1.332, -0.497, -0.378], [2.923, 0.283, -1.499], [-2.076, 1.407, 1.855], [-1.684, -2.106, 2.216], [2.919, 1.421, -0.501], [-1.323, 0.670, -1.089], [2.493, 0.834, 1.299], [-1.266, -0.294, 1.496], [-1.607, -1.542, -3.589], [-1.333, -2.527, -1.077], [-1.544, 1.132, -3.058], [3.888, -0.238, -1.321], [2.195, -0.590, -1.174], [2.635, 0.656, -2.497], [-3.168, 1.165, 1.716], [-1.945, 1.581, 2.903], [-1.472, 2.102, 1.137], [-1.895, -1.892, 3.251], [-2.624, -2.409, 1.716], [-0.714, -2.718, 2.025], [2.427, 2.362, -0.900], [3.899, 1.928, -0.444], [1.984, 1.933, 2.216], [2.911, -0.458, 1.967]],
  "forces_ev_per_angstrom": [[-1.117, 1.466, -1.791], [0.928, 3.237, 1.094], [0.251, -3.000, 0.017], [-0.521, -1.063, -0.235], [-0.880, -2.138, 1.248], [0.194, -1.461, -1.192], [1.030, 1.620, -1.234], [0.277, 1.653, 0.715], [-0.204, 0.045, -0.092], [-1.809, 0.629, -0.035], [1.372, -0.853, -0.835], [0.555, 0.948, 1.818], [-0.052, -3.082, 0.900], [-0.014, 1.693, -1.224], [-0.285, 0.369, -1.238], [0.839, 1.935, -0.825], [0.695, -0.693, 0.252], [0.895, 1.113, -0.466], [0.307, 0.681, 0.499], [-1.753, -1.005, 1.410], [0.167, -0.566, 0.571], [0.740, -0.405, 0.155], [-2.095, 0.830, 0.432], [-0.688, -1.341, 0.913], [0.308, -0.779, 0.045], [0.625, -0.583, -0.318], [0.235, 0.749, -0.584]],
  "lumo_ha": [0.0029, -0.0010],
  "orbital_gap_ev": [6.41, 6.41],
  "charge": 0
}

Q: Which energy above the lowest of the compared OMol25 structures with the same formula, charge and spin values were calculated for the entries above? A: 198.87; 352.46; 259.22; 412.01; 236.88; 436.22, in kJ/mol.
Q: Which E_tot values were calculated for the entries above? A: -767.0368; -766.9783; -464.8310; -754.2658; -690.4913; -968.4478, in Eh.